[1]
{"formula": "C25H29N7S", "method": "ωB97M-V with the def2-TZVPD basis set", "e_lumo_ev": 0.49, "total_energy_ha": -1751.52755, "relative_energy_kcal_mol": 2.0, "smiles": "Cc1ccc([C@@H](c2nnnn2C2CCCC2)N2CCN(c3nc4ccccc4s3)CC2)cc1", "spin_multiplicity": 1, "homo_ev": -7.69, "species": ["C", "C", "C", "C", "C", "C", "C", "N", "N", "N", "N", "C", "C", "C", "C", "C", "N", "C", "C", "N", "C", "N", "C", "C", "C", "C", "C", "C", "S", "C", "C", "C", "C", "H", "H", "H", "H", "H", "H", "H", "H", "H", "H", "H", "H", "H", "H", "H", "H", "H", "H", "H", "H", "H", "H", "H", "H", "H", "H", "H", "H", "H"], "xyz": [[-1.125, -0.491, -4.481], [-1.094, -0.139, -3.026], [-1.736, -0.944, -2.091], [-1.690, -0.646, -0.742], [-0.998, 0.472, -0.291], [-0.864, 0.786, 1.193], [-2.185, 0.619, 1.856], [-2.813, -0.500, 2.147], [-3.983, -0.156, 2.665], [-4.115, 1.100, 2.703], [-3.003, 1.645, 2.206], [-2.813, 3.066, 2.044], [-2.965, 3.462, 0.556], [-4.199, 4.371, 0.483], [-4.995, 4.030, 1.740], [-3.906, 3.839, 2.789], [0.182, 0.038, 1.886], [0.027, -1.402, 1.989], [0.804, -2.180, 0.928], [2.208, -1.836, 1.022], [3.100, -2.373, 0.184], [4.344, -2.052, 0.115], [5.012, -2.798, -0.812], [6.364, -2.695, -1.117], [6.901, -3.526, -2.080], [6.113, -4.458, -2.746], [4.765, -4.579, -2.460], [4.225, -3.749, -1.498], [2.575, -3.670, -0.930], [2.538, -0.643, 1.771], [1.515, 0.441, 1.453], [-0.376, 1.292, -1.225], [-0.420, 0.986, -2.574], [-0.401, -1.280, -4.686], [-2.108, -0.858, -4.768], [-0.874, 0.369, -5.097], [-2.278, -1.817, -2.423], [-2.205, -1.281, -0.036], [-0.573, 1.840, 1.290], [-1.816, 3.303, 2.432], [-3.111, 2.566, -0.049], [-2.072, 3.965, 0.187], [-3.893, 5.417, 0.516], [-4.767, 4.210, -0.430], [-5.538, 3.094, 1.606], [-5.704, 4.810, 2.011], [-3.510, 4.806, 3.102], [-4.255, 3.296, 3.664], [-1.033, -1.648, 1.938], [0.385, -1.703, 2.980], [0.681, -3.256, 1.092], [0.423, -1.947, -0.076], [6.969, -1.971, -0.594], [7.951, -3.452, -2.320], [6.556, -5.097, -3.495], [4.147, -5.300, -2.973], [2.541, -0.860, 2.844], [3.538, -0.328, 1.472], [1.551, 0.629, 0.368], [1.782, 1.369, 1.971], [0.142, 2.184, -0.899], [0.076, 1.634, -3.282]]}



[2]
{"formula": "C25H29N8O3SSr", "method": "ωB97M-V with the def2-TZVPD basis set", "e_lumo_ev": -3.53, "total_energy_ha": -2062.61659, "relative_energy_kcal_mol": 14.3, "spin_multiplicity": 1, "homo_ev": -10.44, "charge": 1, "species": ["Sr", "C", "O", "C", "C", "O", "C", "C", "O", "C", "H", "H", "H", "H", "H", "H", "H", "H", "H", "H", "H", "H", "H", "H", "C", "C", "N", "C", "C", "N", "C", "C", "C", "C", "C", "N", "C", "C", "N", "C", "C", "N", "C", "C", "C", "N", "C", "C", "H", "H", "H", "H", "H", "H", "H", "H", "H", "H", "H", "H", "S", "C", "N", "N", "H", "H", "H"], "xyz": [[-0.064, -0.314, 1.576], [-3.419, -0.231, -1.221], [-2.379, -0.787, -0.447], [-2.772, -1.938, 0.272], [-3.210, -1.602, 1.696], [-2.102, -1.109, 2.422], [-2.444, -0.637, 3.705], [-1.162, -0.186, 4.397], [-0.499, 0.803, 3.635], [-0.724, 2.125, 4.078], [-3.754, -0.943, -1.984], [-4.278, 0.060, -0.606], [-3.019, 0.653, -1.713], [-3.587, -2.456, -0.243], [-1.893, -2.586, 0.312], [-4.005, -0.841, 1.674], [-3.603, -2.510, 2.172], [-3.151, 0.205, 3.620], [-2.920, -1.430, 4.298], [-1.390, 0.175, 5.404], [-0.490, -1.047, 4.455], [-0.236, 2.303, 5.041], [-0.287, 2.791, 3.338], [-1.789, 2.355, 4.180], [-3.076, 3.160, 0.475], [-2.378, 2.154, 1.129], [-1.257, 1.658, 0.639], [-0.794, 2.175, -0.499], [-1.431, 3.290, -1.065], [-2.572, 3.747, -0.595], [0.354, 1.507, -1.121], [0.604, 1.611, -2.485], [1.659, 0.896, -3.058], [2.443, 0.142, -2.181], [2.129, 0.093, -0.823], [1.089, 0.751, -0.315], [2.894, -0.688, 0.160], [3.905, -1.591, -0.188], [4.613, -2.230, 0.723], [4.319, -2.012, 1.992], [3.267, -1.174, 2.355], [2.556, -0.523, 1.445], [1.912, 0.935, -4.509], [3.034, 0.339, -5.091], [3.211, 0.419, -6.465], [2.376, 1.038, -7.278], [1.308, 1.600, -6.741], [1.029, 1.574, -5.385], [-4.037, 3.514, 0.816], [-2.732, 1.749, 2.063], [-1.006, 3.837, -1.894], [-0.038, 2.221, -3.097], [3.275, -0.427, -2.562], [4.163, -1.816, -1.211], [4.937, -2.515, 2.724], [2.994, -1.010, 3.389], [3.774, -0.178, -4.504], [4.066, -0.047, -6.934], [0.634, 2.090, -7.431], [0.124, 2.044, -5.036], [1.836, -3.703, -1.320], [0.961, -2.868, -0.305], [0.341, -2.232, 0.473], [0.608, -2.815, 3.437], [1.553, -3.024, 3.746], [0.543, -3.149, 2.476], [-0.013, -3.400, 3.990]]}



[3]
{"formula": "C25H30AsCrN4OS", "method": "ωB97M-V with the def2-TZVPD basis set", "s_squared": 6.02, "e_lumo_ev": [-3.06, -3.33], "total_energy_ha": -4943.15343, "relative_energy_kcal_mol": 20.5, "spin_multiplicity": 5, "homo_ev": [-10.24, -10.49], "charge": 1, "species": ["Cr", "O", "C", "C", "C", "C", "C", "C", "C", "N", "C", "C", "N", "H", "H", "H", "H", "H", "H", "H", "C", "C", "As", "C", "C", "C", "C", "H", "H", "H", "H", "H", "H", "H", "H", "H", "H", "H", "H", "H", "H", "H", "S", "C", "C", "C", "N", "C", "C", "C", "C", "C", "N", "C", "C", "H", "H", "H", "H", "H", "H", "H", "H"], "xyz": [[0.004, 0.272, 0.364], [0.036, 0.088, 2.239], [0.126, 1.126, 3.010], [0.011, 0.909, 4.402], [0.132, 1.926, 5.314], [0.390, 3.221, 4.875], [0.453, 3.481, 3.526], [0.295, 2.473, 2.557], [0.218, 2.900, 1.170], [0.540, 2.256, 0.043], [0.292, 3.108, -0.996], [-0.184, 4.286, -0.511], [-0.229, 4.143, 0.844], [-0.184, -0.106, 4.715], [0.031, 1.721, 6.368], [0.521, 4.015, 5.591], [0.654, 4.492, 3.202], [0.485, 2.823, -2.012], [-0.488, 5.180, -1.010], [-0.560, 4.830, 1.503], [3.950, 1.043, 1.592], [3.870, 0.513, 0.164], [2.245, -0.593, -0.072], [2.846, -2.350, 0.598], [2.528, -2.536, 2.079], [2.280, -0.967, -2.021], [3.533, -1.645, -2.573], [4.776, 1.742, 1.706], [4.102, 0.219, 2.290], [3.022, 1.553, 1.859], [4.762, -0.081, -0.070], [3.807, 1.344, -0.549], [3.922, -2.457, 0.412], [2.321, -3.113, 0.012], [3.133, -1.873, 2.697], [2.724, -3.562, 2.388], [1.475, -2.312, 2.266], [2.123, -0.008, -2.531], [1.405, -1.600, -2.228], [4.428, -1.086, -2.302], [3.488, -1.699, -3.660], [3.624, -2.662, -2.194], [-6.347, -0.462, -0.457], [-4.618, -0.228, -0.127], [-3.665, -0.785, -0.990], [-2.339, -0.534, -0.766], [-1.886, 0.214, 0.262], [-2.810, 0.758, 1.081], [-4.163, 0.566, 0.923], [-6.637, -1.842, 0.670], [-6.812, -3.108, 0.141], [-7.072, -4.147, 1.026], [-7.155, -3.980, 2.331], [-6.984, -2.769, 2.824], [-6.720, -1.654, 2.038], [-3.995, -1.394, -1.815], [-1.567, -0.940, -1.425], [-2.428, 1.374, 1.886], [-4.862, 1.039, 1.593], [-6.758, -3.274, -0.922], [-7.226, -5.154, 0.665], [-7.076, -2.676, 3.898], [-6.602, -0.678, 2.479]]}



[4]
{"formula": "C25H30BN5O2PS", "method": "ωB97M-V with the def2-TZVPD basis set", "e_lumo_ev": 2.13, "total_energy_ha": -2159.39283, "spin_multiplicity": 1, "homo_ev": -4.19, "charge": -1, "species": ["B", "P", "O", "O", "S", "H", "H", "H", "H", "H", "N", "C", "C", "C", "C", "C", "H", "H", "H", "H", "H", "N", "C", "C", "C", "C", "C", "H", "H", "H", "H", "H", "N", "C", "C", "C", "C", "C", "H", "H", "H", "H", "H", "N", "C", "C", "C", "C", "C", "H", "H", "H", "H", "H", "N", "C", "C", "C", "C", "C", "H", "H", "H", "H", "H"], "xyz": [[3.338, -4.286, 2.355], [5.155, -3.809, 2.779], [6.107, -5.099, 2.442], [5.395, -3.805, 4.415], [5.943, -2.194, 2.005], [2.664, -3.295, 2.249], [2.958, -5.063, 3.220], [3.427, -4.873, 1.290], [5.679, -5.865, 2.850], [5.094, -2.950, 4.744], [1.785, -2.278, -0.313], [1.573, -3.352, -1.067], [0.489, -3.476, -1.930], [-0.428, -2.438, -1.994], [-0.220, -1.321, -1.203], [0.903, -1.290, -0.392], [2.305, -4.145, -0.962], [0.367, -4.369, -2.529], [-1.290, -2.483, -2.647], [-0.918, -0.497, -1.223], [1.115, -0.429, 0.237], [-1.072, -1.794, 3.052], [-1.739, -1.517, 4.171], [-1.152, -0.986, 5.308], [0.211, -0.727, 5.284], [0.921, -1.011, 4.131], [0.237, -1.542, 3.044], [-2.803, -1.736, 4.153], [-1.747, -0.784, 6.189], [0.711, -0.317, 6.153], [1.986, -0.839, 4.062], [0.775, -1.785, 2.138], [-2.152, -1.765, -5.229], [-2.393, -2.792, -6.040], [-3.497, -2.867, -6.877], [-4.401, -1.816, -6.870], [-4.163, -0.739, -6.032], [-3.027, -0.760, -5.234], [-1.664, -3.596, -6.013], [-3.642, -3.728, -7.515], [-5.275, -1.837, -7.508], [-4.839, 0.104, -5.992], [-2.806, 0.071, -4.571], [-2.815, 2.460, -2.965], [-2.743, 3.776, -2.772], [-2.281, 4.358, -1.602], [-1.876, 3.530, -0.567], [-1.944, 2.159, -0.748], [-2.414, 1.680, -1.962], [-3.071, 4.393, -3.603], [-2.235, 5.434, -1.503], [-1.502, 3.951, 0.355], [-1.633, 1.474, 0.030], [-2.478, 0.613, -2.149], [0.231, 5.636, 1.072], [-0.010, 5.654, 2.382], [0.941, 5.987, 3.334], [2.216, 6.316, 2.902], [2.483, 6.300, 1.543], [1.460, 5.956, 0.673], [-1.017, 5.382, 2.682], [0.689, 5.980, 4.385], [2.990, 6.574, 3.614], [3.466, 6.542, 1.162], [1.631, 5.926, -0.397]]}



[5]
{"formula": "C25H30BaN13S3", "method": "ωB97M-V with the def2-TZVPD basis set", "e_lumo_ev": -3.53, "total_energy_ha": -2902.48679, "relative_energy_kcal_mol": 29.3, "spin_multiplicity": 1, "homo_ev": -9.12, "charge": 1, "species": ["Ba", "S", "C", "N", "C", "C", "C", "C", "C", "C", "S", "H", "H", "H", "H", "C", "C", "N", "N", "C", "S", "N", "N", "H", "H", "H", "H", "H", "H", "C", "N", "C", "C", "N", "N", "C", "N", "N", "H", "H", "H", "H", "H", "H", "H", "H", "H", "H", "H", "C", "C", "C", "C", "C", "C", "N", "N", "C", "C", "C", "C", "C", "N", "H", "H", "H", "H", "H", "H", "H", "H", "H"], "xyz": [[-0.538, -0.011, 0.905], [-2.938, 0.823, -0.734], [-2.349, 0.282, -2.221], [-1.253, -0.424, -2.399], [-1.006, -0.690, -3.734], [0.077, -1.411, -4.237], [0.188, -1.599, -5.604], [-0.763, -1.076, -6.478], [-1.848, -0.361, -5.997], [-1.961, -0.177, -4.627], [-3.185, 0.674, -3.727], [0.829, -1.800, -3.559], [1.022, -2.161, -6.003], [-0.657, -1.228, -7.544], [-2.595, 0.042, -6.668], [-0.905, -5.162, -2.410], [-1.706, -4.744, -1.235], [-2.681, -5.404, -0.707], [-3.105, -4.621, 0.324], [-2.397, -3.489, 0.475], [-2.607, -2.308, 1.628], [-1.496, -3.565, -0.545], [-0.512, -2.613, -0.774], [-1.342, -6.070, -2.817], [0.128, -5.376, -2.129], [-0.910, -4.387, -3.177], [-3.881, -4.911, 0.892], [0.307, -3.066, -1.158], [-0.834, -1.887, -1.445], [5.304, 0.978, -0.569], [4.023, 1.529, -0.148], [3.742, 2.867, -0.638], [3.016, 0.796, 0.401], [1.765, 1.089, 0.340], [3.469, -0.301, 1.130], [2.787, -1.441, 1.513], [3.599, -2.353, 2.138], [1.547, -1.637, 1.248], [6.130, 1.450, -0.032], [5.447, 1.165, -1.635], [5.342, -0.098, -0.421], [4.676, 3.425, -0.666], [3.062, 3.382, 0.039], [3.316, 2.861, -1.647], [1.616, 1.879, -0.281], [4.422, -0.238, 1.441], [4.512, -2.098, 2.471], [3.168, -3.128, 2.608], [1.255, -2.566, 1.538], [-3.302, 5.553, 0.274], [-2.356, 4.815, -0.418], [-1.668, 3.797, 0.217], [-1.915, 3.518, 1.562], [-2.868, 4.279, 2.259], [-3.556, 5.284, 1.617], [-1.190, 2.475, 2.154], [-1.204, 2.478, 3.404], [-0.626, 1.424, 4.102], [-0.447, 1.615, 5.472], [0.003, 0.561, 6.244], [0.247, -0.660, 5.629], [0.045, -0.756, 4.263], [-0.367, 0.254, 3.505], [-3.849, 6.340, -0.229], [-2.161, 5.025, -1.461], [-0.925, 3.224, -0.319], [-3.056, 4.043, 3.296], [-4.301, 5.852, 2.157], [-0.684, 2.580, 5.897], [0.135, 0.676, 7.311], [0.570, -1.521, 6.196], [0.199, -1.695, 3.741]]}



[6]
{"formula": "C25H30Cl2N2ReSi2", "method": "ωB97M-V with the def2-TZVPD basis set", "s_squared": 0.76, "e_lumo_ev": [0.06, 0.11], "total_energy_ha": -2657.81433, "relative_energy_kcal_mol": 1.2, "spin_multiplicity": 2, "homo_ev": [-6.95, -7.18], "species": ["Re", "C", "Si", "C", "C", "C", "C", "C", "C", "C", "Si", "C", "C", "H", "H", "H", "H", "H", "H", "H", "H", "H", "H", "H", "H", "H", "H", "H", "H", "Cl", "C", "H", "H", "N", "C", "N", "C", "C", "C", "C", "C", "C", "H", "H", "H", "H", "H", "H", "Cl", "C", "C", "C", "C", "C", "C", "C", "H", "H", "H", "H", "H", "H"], "xyz": [[-0.578, -0.589, 0.436], [1.821, -0.561, -2.312], [1.676, -0.075, -0.483], [3.089, -1.007, 0.389], [2.173, 1.745, -0.434], [3.463, 2.247, -0.621], [3.700, 3.612, -0.610], [2.643, 4.499, -0.427], [1.355, 4.013, -0.260], [1.109, 2.637, -0.255], [-0.596, 1.838, -0.166], [-1.380, 2.133, -1.866], [-1.683, 2.810, 1.036], [2.804, -0.272, -2.696], [1.071, -0.034, -2.908], [1.693, -1.631, -2.490], [4.007, -0.881, -0.193], [2.933, -2.082, 0.503], [3.270, -0.592, 1.383], [4.298, 1.569, -0.771], [4.706, 3.992, -0.744], [2.827, 5.566, -0.418], [0.538, 4.716, -0.129], [-1.337, 3.196, -2.122], [-2.426, 1.821, -1.903], [-0.834, 1.591, -2.643], [-1.553, 3.878, 0.837], [-1.446, 2.633, 2.081], [-2.739, 2.577, 0.884], [-2.874, -1.700, 1.108], [-2.628, -0.269, -0.043], [-3.225, 0.533, 0.385], [-3.058, -0.577, -0.992], [-0.044, -4.497, -0.973], [0.270, -3.366, -0.310], [-0.351, -2.314, -0.791], [-1.106, -2.783, -1.871], [-1.846, -2.089, -2.826], [-2.445, -2.827, -3.826], [-2.299, -4.222, -3.899], [-1.523, -4.912, -2.991], [-0.923, -4.159, -1.988], [0.330, -5.408, -0.772], [0.952, -3.349, 0.523], [-1.916, -1.012, -2.799], [-3.028, -2.319, -4.582], [-2.786, -4.762, -4.699], [-1.378, -5.981, -3.066], [-1.186, 3.338, 5.623], [-0.788, 1.954, 4.650], [0.363, 1.967, 3.884], [0.656, 0.864, 3.096], [-0.164, -0.273, 3.091], [0.219, -1.420, 2.230], [-1.331, -0.240, 3.867], [-1.645, 0.862, 4.641], [1.011, 2.833, 3.890], [1.557, 0.869, 2.493], [-0.193, -2.377, 2.556], [1.306, -1.494, 2.181], [-1.989, -1.099, 3.872], [-2.544, 0.882, 5.242]]}



> What is the formula in the second record?

C25H29N8O3SSr